1.
Density functional theory data (the ωB97M-V functional and the def2-TZVPD basis) for a molecular structure, AsF6H28O14.

Calculated values
**Gap between HOMO and LUMO**: 9.50 eV
**Net charge**: -1
**HOMO**: -7.829 eV
**Energy relative to the best compared isomer or geometry (same formula, charge and spin)**: 0.836 eV

Element x y z (Å)
As1 -0.47 -0.19 0.62
F1 0.55 -0.03 -0.77
F2 -1.81 -0.74 -0.30
F3 -1.40 -0.38 2.08
F4 0.89 0.22 1.66
F5 -0.97 1.45 0.54
F6 0.06 -1.85 0.73
O1 1.14 -0.11 -3.89
H1 1.89 -0.20 -3.29
H2 1.35 -0.66 -4.65
O2 2.40 0.78 3.90
H3 2.07 1.57 4.34
H4 1.99 0.82 3.03
O3 2.36 2.21 0.60
H5 3.28 2.36 0.84
H6 2.17 1.30 0.85
O4 -1.69 -3.51 -1.68
H7 -1.97 -2.64 -1.98
H8 -0.77 -3.40 -1.40
O5 -0.15 2.57 3.55
H9 -0.15 2.27 2.64
H10 -0.01 3.52 3.48
O6 -2.77 -2.74 2.46
H11 -2.56 -2.76 3.40
H12 -2.50 -1.85 2.18
O7 1.56 2.53 -2.05
H13 1.04 1.72 -1.96
H14 1.99 2.63 -1.20
O8 -3.51 2.56 1.87
H15 -4.05 1.84 2.20
H16 -2.66 2.14 1.68
O9 0.43 4.75 0.02
H17 0.82 5.30 -0.66
H18 0.95 3.94 0.00
O10 1.12 -3.07 -1.46
H19 1.50 -3.64 -0.79
H20 1.53 -2.20 -1.30
O11 -4.59 -0.77 -1.81
H21 -4.27 -1.29 -1.07
H22 -3.80 -0.57 -2.32
O12 1.58 -3.38 2.48
H23 2.23 -3.56 1.79
H24 0.96 -2.76 2.06
O13 2.99 -0.74 -1.68
H25 3.57 -0.32 -1.03
H26 3.58 -1.25 -2.24
O14 -2.30 -0.60 -3.63
H27 -1.42 -0.69 -3.26
H28 -2.17 -0.58 -4.58

=====

2.
Density functional theory data (the ωB97M-V functional and the def2-TZVPD basis) for a molecular structure, B2H8Rb.

Calculated values
**Gap between HOMO and LUMO**: 8.22 eV
**Net charge**: -1
**HOMO**: -5.902 eV
**Energy relative to the best compared isomer or geometry (same formula, charge and spin)**: 0.000 eV

Element x y z (Å)
Rb1 0.42 0.70 -0.29
B1 1.18 0.20 2.65
H1 1.31 -0.64 1.81
H2 2.11 0.10 3.42
H3 1.17 1.31 2.17
H4 0.12 0.07 3.23
B2 -1.25 -0.38 -2.59
H5 -0.27 0.28 -2.80
H6 -1.93 0.33 -1.89
H7 -1.84 -0.52 -3.64
H8 -1.02 -1.44 -2.07

=====

3.
Density functional theory data (the ωB97M-V functional and the def2-TZVPD basis) for a molecular structure, B2H8Sn.

Calculated values
**Gap between HOMO and LUMO**: 8.42 eV
**Net charge**: 0
**HOMO**: -10.109 eV
**Energy relative to the best compared isomer or geometry (same formula, charge and spin)**: 0.570 eV

Element x y z (Å)
Sn1 0.98 0.87 -1.13
B1 -1.32 0.17 -0.76
H1 -0.62 -0.58 -1.09
H2 -1.20 1.03 -1.41
H3 -2.33 -0.19 -0.72
H4 -1.05 0.43 0.26
B2 1.13 -0.33 1.00
H5 0.46 0.52 0.93
H6 1.30 -0.64 2.02
H7 0.62 -1.12 0.47
H8 2.02 -0.15 0.42

=====

4.
Density functional theory data (the ωB97M-V functional and the def2-TZVPD basis) for a molecular structure, B3CsH12.

Calculated values
**Gap between HOMO and LUMO**: 4.76 eV
**Net charge**: -2
**HOMO**: -2.511 eV
**Energy relative to the best compared isomer or geometry (same formula, charge and spin)**: 5.185 eV

Element x y z (Å)
Cs1 27.24 -4.55 4.57
B1 30.66 -0.44 5.42
H1 31.30 0.41 5.28
H2 30.50 -0.52 6.49
H3 29.72 -0.30 4.91
H4 31.12 -1.34 5.03
B2 20.97 -3.07 5.41
H5 20.61 -3.24 6.42
H6 20.92 -4.02 4.92
H7 20.33 -2.37 4.91
H8 22.02 -2.83 5.49
B3 22.95 -5.36 0.05
H9 23.78 -4.93 0.58
H10 22.36 -4.65 -0.50
H11 23.42 -6.03 -0.66
H12 22.29 -6.00 0.63